Record 1
# C4H6SSi

C4H6SSi in the gas phase at a distorted geometry (ωB97M-V/def2-TZVPD, the Open Molecules 2025 dataset).

- E: -843.480268 a.u.
- Relative energy (zero: lowest compared OMol25 entry of this formula, charge and spin): 4.509 eV
- Highest occupied orbital energy (alpha / beta): -7.67 / -7.67 eV
- Kohn-Sham gap (alpha / beta): 7.473 / 7.472 eV
- Multiplicity: 1
- Max |F|: 4.21 eV/A

Geometry as XYZ:
```
12
Properties=species:S:1:pos:R:3:nbo_charge:R:1
C 1.9295 -0.7782 0.0103 -0.35
C 0.7947 -1.4300 -0.1195 -0.03
C 2.0454 0.6244 0.0860 -0.56
C -0.5738 0.5848 -0.2483 -0.90
Si -2.3917 0.5056 0.0221 0.90
S 0.6675 1.6110 0.0131 0.71
H 2.8757 -1.3077 0.0837 0.26
H 0.2869 -2.3399 -0.2918 0.21
H 2.9847 1.1347 0.1890 0.24
H -2.7918 1.1249 1.2903 -0.17
H -2.7301 -0.9178 0.0311 -0.16
H -3.0972 1.1883 -1.0661 -0.17
```

---

Record 2
# C4H7AgO

A molecular structure, C4H7AgO at a distorted geometry (ωB97M-V/def2-TZVPD, the Open Molecules 2025 dataset).

- E: -378.361920 a.u.
- Relative energy (zero: lowest compared OMol25 entry of this formula, charge and spin): 2.843 eV
- <S²>: 0.760
- Highest occupied orbital energy (alpha / beta): -12.79 / -13.45 eV
- Total charge: +1
- Kohn-Sham gap (alpha / beta): 6.343 / 6.837 eV
- Multiplicity: 2
- Max |F|: 3.09 eV/A

Geometry as XYZ:
```
13
Properties=species:S:1:pos:R:3:nbo_charge:R:1
O 2.3593 -0.1522 -0.3564 -0.71
C 1.1732 0.3866 -0.8995 -0.07
C 0.0198 -0.5269 -0.5245 -0.43
H 3.0617 0.4989 -0.4167 0.49
H 1.2430 0.4669 -1.9984 0.18
H 0.9830 1.3993 -0.5020 0.17
H 0.3808 -1.4297 -0.0132 0.25
H -0.5073 -0.8503 -1.4352 0.23
C -1.2391 0.0974 1.7565 -0.13
C -1.0860 0.1764 0.4546 -0.36
H -1.2587 1.3387 0.4228 0.27
H -1.8642 0.6065 2.4935 0.21
Ag -3.2656 -2.0115 1.0185 0.91
```

---

Record 3
# C4H7AgO2

A molecular structure, C4H7AgO2 at a distorted geometry (ωB97M-V/def2-TZVPD, the Open Molecules 2025 dataset).

- E: -453.531587 a.u.
- Relative energy (zero: lowest compared OMol25 entry of this formula, charge and spin): 3.966 eV
- <S²>: 0.750
- Highest occupied orbital energy (alpha / beta): -13.70 / -13.73 eV
- Total charge: +1
- Kohn-Sham gap (alpha / beta): 8.704 / 8.727 eV
- Multiplicity: 2
- Max |F|: 1.53 eV/A

Geometry as XYZ:
```
14
Properties=species:S:1:pos:R:3:nbo_charge:R:1
H -7.4864 -3.3466 0.2497 0.01
O -5.4418 -2.9758 -2.6553 -0.57
C -4.3165 -3.7709 -2.7283 0.47
O -3.2648 -3.0760 -2.6514 -0.44
C -3.2422 -1.6323 -2.4591 -0.29
H -2.1834 -1.3685 -2.4189 0.23
H -3.7370 -1.1494 -3.3065 0.21
H -3.7464 -1.3866 -1.5203 0.22
C -6.5577 -3.6671 -2.8819 0.30
C -7.6857 -2.7602 -3.1042 -0.81
H -7.5597 -1.7551 -2.6785 0.25
H -7.7770 -2.6787 -4.2057 0.30
H -8.6150 -3.2518 -2.7840 0.27
Ag -5.4681 -6.1765 -3.4122 0.85
```

---

Record 4
# C4H7AlFO3

A molecular structure, C4H7AlFO3 at a distorted geometry (ωB97M-V/def2-TZVPD, the Open Molecules 2025 dataset).

- E: -724.765974 a.u.
- Highest occupied orbital energy: -5.20 eV
- Total charge: -1
- Kohn-Sham gap: 9.016 eV
- Multiplicity: 1
- Max |F|: 1.44 eV/A

Geometry as XYZ:
```
16
Properties=species:S:1:pos:R:3:nbo_charge:R:1
O 2.6535 0.7053 0.8729 -0.55
C 2.2911 -0.0572 -0.0119 0.47
C 1.1353 -0.9950 0.1441 -0.57
C -0.1349 -0.4328 -0.5575 0.60
F -0.3036 -1.1993 -1.7403 -0.42
C -1.3814 -0.6762 0.3084 -0.13
O -1.4715 0.3681 1.2321 -0.94
Al -1.2183 1.7984 0.1651 1.47
O -0.0084 0.8698 -0.8709 -0.90
H 2.8651 -0.1013 -0.9526 0.10
H 0.9259 -1.0758 1.2020 0.23
H 1.3407 -1.9690 -0.2878 0.22
H -2.2478 -0.6674 -0.3637 0.16
H -1.3570 -1.6557 0.7815 0.15
H -0.5257 3.0994 0.7786 -0.44
H -2.5629 1.9887 -0.7000 -0.46
```

---

Record 5
# C4H7BOS

2 unconnected molecules or ions with the total composition C4H7BOS at a distorted geometry (ωB97M-V/def2-TZVPD, the Open Molecules 2025 dataset).

- E: -654.881169 a.u.
- Relative energy (zero: lowest compared OMol25 entry of this formula, charge and spin): 1.092 eV
- Structure (SMILES): B1OC=CS1.C=C
- Highest occupied orbital energy: -9.09 eV
- Kohn-Sham gap: 9.778 eV
- Multiplicity: 1
- Max |F|: 4.90 eV/A

Geometry as XYZ:
```
14
Properties=species:S:1:pos:R:3:nbo_charge:R:1
B -0.3660 -0.4814 1.5288 0.43
C -2.4868 -1.2232 1.1103 0.12
C -1.9860 -2.3511 1.6025 -0.46
C 1.7900 2.1969 -2.2796 -0.36
C 2.3241 1.2793 -1.4883 -0.38
O -1.6373 -0.1909 1.0554 -0.61
S -0.3290 -2.1798 2.0778 0.13
H -3.4552 -0.9675 0.8349 0.20
H -2.5620 -3.1927 1.6188 0.23
H 1.3135 3.0095 -1.9970 0.18
H 0.6000 0.1994 1.4048 -0.05
H 1.8053 2.0616 -3.3165 0.18
H 2.1539 1.4610 -0.4357 0.18
H 2.8354 0.3788 -1.7162 0.20
```

---

Record 6
# C4H7BiLiO2

A molecular structure, C4H7BiLiO2 at a distorted geometry (ωB97M-V/def2-TZVPD, the Open Molecules 2025 dataset).

- E: -528.365790 a.u.
- Relative energy (zero: lowest compared OMol25 entry of this formula, charge and spin): 4.264 eV
- <S²>: 0.758
- Highest occupied orbital energy (alpha / beta): -17.05 / -17.51 eV
- Total charge: +2
- Kohn-Sham gap (alpha / beta): 6.645 / 7.050 eV
- Multiplicity: 2
- Max |F|: 6.40 eV/A

Geometry as XYZ:
```
15
Properties=species:S:1:pos:R:3:nbo_charge:R:1
H -2.1277 -1.6931 -2.6339 -0.45
C 0.7607 -0.5613 -0.2198 0.35
C 1.0323 0.9155 -0.2926 -0.56
C 0.6639 1.0117 1.1351 0.18
C -0.6756 0.5565 1.6099 -0.17
O -1.3157 0.0410 0.5107 -0.94
O 0.1315 -1.1733 -1.1697 -0.91
Li -0.1567 -1.9364 -2.8508 0.96
Bi -1.9108 -0.8856 -1.0497 1.93
H 1.5399 -1.1786 0.2537 0.24
H 2.0840 1.1512 -0.4925 0.31
H 0.3470 1.4090 -0.9955 0.27
H 1.4447 1.1594 1.8831 0.26
H -1.2343 1.4488 1.9619 0.28
H -0.5832 -0.2647 2.3500 0.26
```

---

Record 7
# C4H7Br3

A molecular structure, C4H7Br3 at a distorted geometry (ωB97M-V/def2-TZVPD, the Open Molecules 2025 dataset).

- E: -7878.539179 a.u.
- Relative energy (zero: lowest compared OMol25 entry of this formula, charge and spin): 2.197 eV
- Highest occupied orbital energy: -8.94 eV
- Kohn-Sham gap: 9.401 eV
- Multiplicity: 1
- Max |F|: 4.65 eV/A

Geometry as XYZ:
```
14
Properties=species:S:1:pos:R:3:nbo_charge:R:1
C 0.9546 -0.2162 1.7037 -0.38
C 0.4043 0.8675 1.0321 -0.41
C 2.7782 -0.8603 -0.1228 -0.45
C 3.1264 0.4347 -0.0937 -0.19
Br -2.1631 -4.7473 -1.1710 -0.19
Br 3.9517 1.4321 1.2543 0.14
Br 2.5039 1.4728 -1.6335 0.05
H -2.3829 -4.0591 -2.3136 0.19
H 1.6937 -0.1991 2.4684 0.20
H 0.7267 -1.2118 1.2023 0.19
H 0.4335 1.8608 1.4058 0.19
H -0.3633 0.7937 0.2677 0.20
H 1.9492 -1.1012 -0.8038 0.24
H 3.2272 -1.6082 0.5838 0.23
```

---

Record 8
# C4H7BrF4N2

2 unconnected molecules or ions with the total composition C4H7BrF4N2 at a distorted geometry (ωB97M-V/def2-TZVPD, the Open Molecules 2025 dataset).

- E: -3239.212238 a.u.
- Relative energy (zero: lowest compared OMol25 entry of this formula, charge and spin): 2.517 eV
- Highest occupied orbital energy (alpha / beta): -10.23 / -8.01 eV
- Kohn-Sham gap (alpha / beta): 9.843 / 7.335 eV
- Multiplicity: 1
- Max |F|: 4.38 eV/A

Geometry as XYZ:
```
18
Properties=species:S:1:pos:R:3:nbo_charge:R:1
C 0.3134 -1.4231 0.2641 -0.64
C -0.7338 -0.3326 -0.0482 -0.38
C -0.2125 1.0522 -0.5338 -0.55
C 0.4019 1.0289 -1.8238 0.09
N 1.8626 1.1180 -1.9348 0.25
N -0.1127 3.3077 -2.7687 0.36
F 2.3583 2.2197 -1.2788 -0.21
F 2.3952 1.1175 -3.1721 -0.18
F -1.4577 3.4354 -2.3839 -0.27
F -0.2336 2.9731 -4.0679 -0.22
Br -0.3665 0.1145 -3.3133 0.13
H 0.0111 -2.3760 -0.0991 0.22
H 1.4066 -1.1053 0.0473 0.22
H 0.4403 -1.5066 1.3096 0.22
H -1.4421 -0.7220 -0.7916 0.21
H -1.2910 0.0608 0.7681 0.21
H -1.2511 1.5025 -0.7145 0.27
H 0.5558 1.4069 0.2431 0.26
```

---

Record 9
# C4H7BrN2

C4H7BrN2 in the gas phase at a distorted geometry (ωB97M-V/def2-TZVPD, the Open Molecules 2025 dataset).

- E: -2840.018085 a.u.
- Relative energy (zero: lowest compared OMol25 entry of this formula, charge and spin): 2.116 eV
- Structure (SMILES): C=N/C=C/N(C)Br
- Highest occupied orbital energy: -8.27 eV
- Kohn-Sham gap: 8.534 eV
- Multiplicity: 1
- Max |F|: 3.74 eV/A

Geometry as XYZ:
```
14
Properties=species:S:1:pos:R:3:nbo_charge:R:1
C 0.3393 -2.8103 0.7764 -0.06
C 0.3358 -0.6697 0.3051 -0.14
C 0.9117 0.3994 -0.2124 -0.01
C -1.0492 1.7695 -0.4628 -0.44
N 1.0529 -1.7605 0.7226 -0.38
N 0.2264 1.4764 -0.9093 -0.45
Br 1.2448 3.0176 -1.2249 0.18
H 0.7782 -3.6395 1.2930 0.16
H -0.6967 -2.9479 0.6013 0.15
H -0.7316 -0.6852 0.5736 0.17
H 2.0015 0.3744 -0.4045 0.22
H -1.3644 2.0742 0.4864 0.19
H -1.3661 2.5326 -1.1208 0.21
H -1.6827 0.8689 -0.4237 0.21
```

---

Record 10
# C4H7BrN2O

C4H7BrN2O in the gas phase at a distorted geometry (ωB97M-V/def2-TZVPD, the Open Molecules 2025 dataset).

- E: -2915.224880 a.u.
- Relative energy (zero: lowest compared OMol25 entry of this formula, charge and spin): 2.513 eV
- Structure (SMILES): CON1C[C@H]1/N=C/Br
- Highest occupied orbital energy: -9.74 eV
- Kohn-Sham gap: 10.638 eV
- Multiplicity: 1
- Max |F|: 3.39 eV/A

Geometry as XYZ:
```
15
Properties=species:S:1:pos:R:3:nbo_charge:R:1
C 0.3911 0.0448 1.1469 0.03
C 0.9394 -0.9821 0.2744 -0.26
C 1.3750 2.1054 0.5081 0.04
C -1.9772 -0.9303 -1.2234 -0.25
N 0.9551 1.2887 1.3595 -0.42
N -0.2065 -0.2662 -0.1413 -0.14
O -1.4117 -1.0773 0.0679 -0.41
Br 2.0033 3.7335 1.2467 0.03
H 0.0016 -0.4552 1.9689 0.21
H 1.7210 -0.7199 -0.3749 0.20
H 0.8075 -2.0239 0.5155 0.22
H 1.4303 2.0574 -0.6204 0.20
H -2.0252 0.0791 -1.5342 0.18
H -2.8947 -1.4954 -1.3518 0.19
H -1.1091 -1.3587 -1.8419 0.16
```